1.
A structure of composition C19H29CuN5O2S. Source: OMol25; level of theory: the ωB97M-V functional and the def2-TZVPD basis.

Each line ends with the Löwdin spin population.
Element x y z (Å)
Cu  0.742  0.281  -0.145  0.714
C  3.310  1.405  -0.382  0.002
C  3.280  0.945  1.077  0.005
N  1.949  0.452  1.475  0.083
C  1.950  -0.777  2.281  0.006
C  1.448  -1.995  1.476  0.003
N  1.569  -1.760  0.041  0.027
C  2.935  -1.838  -0.482  0.002
C  3.137  -0.787  -1.586  0.002
N  2.544  0.507  -1.250  0.032
H  2.847  2.390  -0.457  0.000
H  4.353  1.503  -0.709  0.000
H  4.018  0.158  1.224  0.000
H  3.580  1.789  1.704  0.001
H  1.469  1.183  1.986  0.000
H  2.957  -0.970  2.661  0.002
H  1.300  -0.654  3.148  0.000
H  1.994  -2.892  1.786  0.000
H  0.392  -2.168  1.687  0.000
H  0.971  -2.413  -0.459  0.000
H  3.638  -1.687  0.336  0.000
H  3.146  -2.822  -0.914  0.001
H  4.207  -0.700  -1.803  0.001
H  2.634  -1.144  -2.486  0.000
H  2.323  0.985  -2.119  0.000
N  -1.329  5.614  -0.237  0.000
C  -2.176  5.006  0.607  0.000
O  -3.121  5.552  1.120  0.000
C  -1.911  3.544  0.932  0.002
C  -2.753  2.965  1.885  -0.002
C  -2.566  1.641  2.245  0.002
C  -1.538  0.934  1.647  0.001
N  -0.739  1.481  0.729  0.052
C  -0.921  2.752  0.366  0.002
H  -1.500  6.588  -0.440  0.000
H  -0.541  5.177  -0.675  0.000
H  -3.534  3.574  2.322  0.000
H  -3.195  1.170  2.982  0.000
H  -1.334  -0.095  1.909  0.000
H  -0.249  3.115  -0.400  0.000
C  -2.272  -0.422  -3.415  0.006
S  -1.823  -0.127  -1.681  0.004
O  -0.306  0.056  -1.753  0.050
C  -1.993  -1.806  -1.033  -0.001
C  -2.914  -2.042  -0.025  0.000
C  -3.054  -3.327  0.479  0.000
C  -2.291  -4.363  -0.038  0.000
C  -1.358  -4.112  -1.034  0.000
C  -1.195  -2.827  -1.525  0.000
H  -1.763  -1.291  -3.816  0.000
H  -1.989  0.467  -3.972  0.000
H  -3.350  -0.562  -3.455  0.001
H  -3.533  -1.233  0.335  0.000
H  -3.772  -3.522  1.260  0.000
H  -2.435  -5.368  0.326  0.000
H  -0.769  -4.921  -1.438  0.000
H  -0.470  -2.613  -2.299  0.000

As for the charge: +2. Its HOMO-LUMO gap (spin up / spin down) is 9.648 / 8.281 eV. Its spin multiplicity is 2. The LUMO energy (spin up / spin down) is -5.52 / -6.90 eV. The calculation puts the HOMO energy (spin up / spin down) at -0.557 / -0.558 hartree.



2.
A cluster of 2 separate species, C5H9ClFN in total. Source: OMol25; level of theory: the ωB97M-V functional and the def2-TZVPD basis.

Each line ends with the Löwdin spin population.
Element x y z (Å)
C  1.032  -1.855  -2.767  0.667
C  -1.894  1.946  1.004  0.000
C  -0.558  1.239  1.310  0.001
C  0.468  1.181  -1.051  0.009
C  0.481  1.112  0.248  0.004
N  2.173  -1.315  -2.857  0.994
F  1.784  0.930  0.817  0.001
Cl  0.523  -3.419  -2.160  0.227
H  0.245  -1.270  -3.177  0.045
H  -2.180  2.495  1.934  0.000
H  -2.571  1.221  0.638  0.000
H  -1.603  2.727  0.252  0.000
H  -0.156  1.760  2.258  0.000
H  -0.818  0.282  1.611  0.000
H  -0.468  1.487  -1.520  0.000
H  1.253  0.927  -1.713  0.007
H  3.018  -1.915  -2.421  0.044

Its HOMO-LUMO gap (spin up / spin down) is 6.990 / 6.304 eV. Its spin multiplicity is 3. The LUMO energy (spin up / spin down) is 0.94 / -3.51 eV. Its energy above the lowest of the compared OMol25 structures with the same formula, charge and spin is 0.894 eV. The calculation puts the HOMO energy (spin up / spin down) at -0.222 / -0.361 hartree.



3.
A structure of composition C21H11FN4O13Pt. Source: OMol25; level of theory: the ωB97M-V functional and the def2-TZVPD basis.

Each line ends with the Mulliken charge.
Element x y z (Å)
Pt  0.419  1.051  0.652  1.192
O  4.343  1.826  1.605  -0.776
C  3.197  1.389  1.662  0.561
O  2.298  1.722  0.804  -0.817
C  2.851  0.482  2.841  0.124
C  3.779  0.472  3.850  -0.486
C  3.614  -0.305  5.001  -0.370
C  2.473  -1.067  5.172  -0.173
C  1.520  -1.060  4.185  -0.209
C  1.678  -0.364  2.924  0.662
O  0.881  -0.580  1.973  -0.857
N  0.305  -1.822  4.467  0.939
O  0.389  -2.742  5.281  -0.658
O  -0.733  -1.486  3.946  -0.528
N  4.620  -0.303  6.030  1.033
O  4.440  -0.994  7.028  -0.684
O  5.618  0.387  5.875  -0.666
H  4.663  1.080  3.724  0.571
H  2.317  -1.645  6.069  0.574
F  -3.965  2.214  -4.403  -0.380
C  -2.989  2.348  -3.458  0.533
C  -1.670  2.240  -3.839  -0.683
C  -0.687  2.374  -2.865  -0.227
C  -1.001  2.617  -1.526  0.564
C  0.073  2.702  -0.493  -1.674
C  -2.355  2.724  -1.196  -0.302
C  -3.353  2.585  -2.148  -0.606
H  -1.422  2.044  -4.875  0.428
H  0.356  2.279  -3.148  0.270
H  -0.172  3.466  0.254  0.621
H  1.018  2.981  -0.965  0.454
H  -2.627  2.874  -0.158  0.255
H  -4.400  2.627  -1.880  0.395
O  -3.538  -0.277  0.093  -0.782
C  -2.322  -0.198  -0.072  0.507
O  -1.542  0.496  0.651  -0.709
C  -1.769  -1.019  -1.247  0.596
C  -0.527  -0.822  -1.838  -0.023
C  -0.173  -1.595  -2.932  -0.575
C  -0.984  -2.577  -3.460  -0.414
C  -2.209  -2.752  -2.848  -0.153
C  -2.618  -1.988  -1.770  -0.649
N  -3.112  -3.783  -3.387  1.051
O  -4.188  -3.942  -2.846  -0.628
O  -2.733  -4.425  -4.352  -0.655
N  1.122  -1.350  -3.596  1.029
O  1.731  -0.347  -3.297  -0.579
O  1.497  -2.166  -4.423  -0.679
H  0.163  -0.086  -1.434  0.398
H  -0.679  -3.171  -4.306  0.591
H  -3.594  -2.114  -1.326  0.596

As for the charge: -2. Its HOMO-LUMO gap is 6.524 eV. Its spin multiplicity is 1. The LUMO energy is 3.37 eV. Its energy above the lowest of the compared OMol25 structures with the same formula, charge and spin is 0.124 eV. The calculation puts the HOMO energy at -0.116 hartree.



Q: Number 1 is which compound?
A: C19H29CuN5O2S